Computed, not measured: a 4-piece molecular cluster, C9H26O4 overall, with the ωB97M-V functional and the def2-TZVPD basis.

Positions of all 39 atoms, in Å:
O  -1.016  -1.455  -0.065
H  -1.325  -0.782  -0.672
H  -0.155  -1.147  0.218
C  -0.158  -4.737  2.671
C  1.068  -3.918  3.376
C  0.731  -2.411  3.504
O  1.428  -4.450  4.636
H  -0.276  -4.459  1.624
H  -1.061  -4.601  3.267
H  -0.033  -5.804  2.488
H  1.983  -3.941  2.784
H  -0.016  -2.136  4.249
H  0.477  -2.050  2.507
H  1.671  -1.896  3.705
H  0.875  -4.067  5.321
C  1.800  4.039  -0.120
C  1.487  2.650  -0.476
C  1.632  1.633  0.665
O  0.140  2.663  -0.806
H  1.262  4.587  0.653
H  1.648  4.699  -0.974
H  2.870  4.054  0.086
H  2.058  2.298  -1.335
H  1.879  0.708  0.144
H  0.721  1.466  1.240
H  2.439  2.039  1.274
H  -0.449  2.747  -0.053
C  -1.086  2.045  -3.913
C  -1.797  1.218  -2.861
C  -2.891  0.287  -3.515
O  -0.926  0.527  -2.037
H  -1.792  2.822  -4.205
H  -0.767  1.541  -4.825
H  -0.138  2.493  -3.617
H  -2.377  1.787  -2.135
H  -3.381  -0.296  -2.734
H  -2.472  -0.247  -4.367
H  -3.737  0.863  -3.889
H  -0.313  1.232  -1.814

Multiplicity   2
Energy above the lowest of the compared OMol25 structures with the same formula, charge and spin   45.91 kJ/mol
DFT total energy   -17933.3420 eV
Total charge   +1